A 20-piece molecular cluster, C80H220N20O20 overall, computed with wB97M-V/def2-TZVPD.

XYZ file:
```
340
Properties=species:S:1:pos:R:3:forces:R:3
C -9.7424 -22.4677 -3.2062 0.16 -0.24 -1.97
C -10.9182 -23.4259 -3.5756 -0.62 0.16 0.73
C -12.2818 -22.7548 -3.2406 1.59 -0.05 0.22
O -12.3285 -22.5751 -1.8347 0.02 -0.75 0.01
C -13.6161 -22.7098 -1.2432 0.93 -0.23 -0.65
N -10.8851 -23.9830 -4.9614 0.98 1.18 0.86
H -9.7029 -21.5603 -3.8088 -1.01 0.48 -0.05
H -8.8296 -22.8719 -3.6440 0.37 -0.73 0.85
H -9.6524 -22.1454 -2.1688 -0.16 -0.60 -0.07
H -10.8505 -24.2675 -2.8862 0.05 -0.21 0.00
H -13.0694 -23.3989 -3.6318 -0.36 0.05 0.23
H -12.2607 -21.7715 -3.7105 -0.57 0.11 -0.34
H -13.4215 -22.6479 -0.1725 -0.53 0.82 -0.05
H -14.0549 -23.7006 -1.3609 0.07 -0.34 -0.44
H -14.2327 -21.9869 -1.7773 -0.62 0.30 0.88
H -11.7399 -24.4410 -5.2436 -0.34 0.17 0.24
H -10.7307 -23.2023 -5.5833 -0.06 0.11 -0.40
C -18.4430 -23.0560 -13.2425 -0.09 0.95 -1.82
C -17.7457 -23.5877 -12.0482 0.06 1.40 -0.72
C -16.9246 -22.4777 -11.4043 0.16 0.13 1.20
O -15.7714 -22.0818 -12.1368 -0.19 0.74 -0.68
C -15.2521 -20.7708 -11.9041 1.15 0.43 1.11
N -18.7361 -24.0958 -11.1165 0.50 -1.05 0.83
H -18.9071 -22.0829 -13.0820 -0.93 -0.30 0.58
H -19.0960 -23.8458 -13.6140 -0.38 0.45 -0.26
H -17.7975 -22.7279 -14.0572 0.58 -0.64 -0.20
H -17.0717 -24.3349 -12.4672 0.09 -0.60 0.81
H -16.6539 -22.8632 -10.4213 0.45 0.08 0.30
H -17.5491 -21.6060 -11.2087 -0.29 0.14 -0.14
H -14.2408 -20.6353 -12.2876 -0.01 -0.83 -0.83
H -14.9991 -20.5458 -10.8680 -0.58 -0.60 0.68
H -15.7383 -19.8478 -12.2198 -1.17 -0.56 -0.61
H -19.4533 -23.4477 -10.8236 0.27 0.58 -0.18
H -19.2548 -24.8557 -11.5332 0.14 -0.18 -0.09
C -13.9242 -13.8460 -15.7179 -0.70 -1.15 -1.41
C -14.8355 -14.2641 -14.5361 -0.32 1.28 -1.76
C -14.5362 -15.6674 -13.9868 0.56 0.69 1.25
O -14.4534 -16.6438 -14.9678 -0.39 -0.91 -1.39
C -14.7568 -17.9813 -14.5397 -0.29 1.42 0.36
N -14.9142 -13.1717 -13.5540 0.88 -0.83 1.10
H -12.8529 -14.0339 -15.6460 -0.03 0.13 0.41
H -14.1181 -12.8949 -16.2137 0.06 0.84 1.18
H -14.2638 -14.3872 -16.6010 0.29 -1.05 0.02
H -15.8502 -14.2958 -14.9330 -0.09 -0.31 -0.27
H -15.2746 -15.9242 -13.2272 -0.37 0.04 0.06
H -13.5809 -15.6728 -13.4618 0.38 0.33 0.34
H -13.9914 -18.3512 -13.8575 0.19 -0.22 -0.14
H -14.9099 -18.6288 -15.4030 0.31 0.34 0.06
H -15.6875 -17.9248 -13.9752 -0.26 -0.27 0.09
H -14.9890 -12.2727 -14.0080 -0.56 -0.10 -0.55
H -13.9737 -13.0826 -13.1966 0.34 -0.08 0.70
C -21.7266 -29.2290 -10.6962 -0.81 0.95 -0.11
C -20.9536 -28.5675 -9.5964 2.80 -1.37 -0.15
C -19.6730 -27.7801 -10.0022 0.27 -1.54 -0.40
O -18.7727 -28.7581 -10.7018 -0.75 2.20 0.07
C -17.5116 -28.1596 -11.0190 0.08 -0.38 0.94
N -21.8128 -27.8194 -8.7392 -0.60 1.05 0.50
H -22.1973 -28.4048 -11.2321 -0.46 -0.23 -0.35
H -22.4658 -29.7712 -10.1064 -0.44 -0.31 -0.67
H -21.2345 -29.8911 -11.4086 0.35 0.12 0.47
H -20.5638 -29.4148 -9.0325 0.53 -0.22 0.20
H -19.1474 -27.4443 -9.1083 0.06 0.06 0.16
H -19.8630 -26.8963 -10.6112 -0.07 -0.11 -0.34
H -17.6561 -27.3364 -11.7187 0.33 0.22 0.28
H -16.7274 -28.8321 -11.3665 -0.88 -0.81 -0.99
H -16.9883 -27.9581 -10.0843 -0.33 1.33 0.34
H -22.4990 -28.4457 -8.3430 -0.39 -0.10 -0.21
H -21.2977 -27.5303 -7.9199 0.25 0.33 0.08
C -16.6786 -27.0256 -3.9950 -0.83 -1.00 -0.42
C -18.0547 -26.3198 -4.1468 0.86 0.52 0.12
C -19.1527 -26.9878 -3.3350 0.16 -1.95 0.35
O -18.7457 -27.4148 -2.0091 -0.79 -0.09 -1.66
C -18.5590 -26.3941 -1.0774 -0.22 -0.66 0.16
N -17.7996 -24.9512 -3.7455 0.48 1.14 0.56
H -16.7348 -28.0132 -4.4528 -0.14 -0.31 0.20
H -16.4623 -27.1780 -2.9376 0.11 0.10 -0.03
H -15.8227 -26.5846 -4.5059 -0.34 0.65 0.11
H -18.3522 -26.2750 -5.1945 -0.09 -0.30 -0.14
H -19.4504 -27.9344 -3.7860 0.43 -0.28 -0.28
H -20.1196 -26.4860 -3.3701 0.14 0.92 0.53
H -17.6438 -25.8676 -1.3482 -0.05 0.35 0.84
H -18.4847 -26.9340 -0.1334 0.37 0.41 0.19
H -19.4529 -25.7722 -1.0300 0.14 0.53 -0.01
H -18.5621 -24.2890 -3.7626 -0.51 -0.29 -0.42
H -17.5331 -24.9621 -2.7714 0.35 0.22 -0.14
C -7.5456 -31.3265 -8.2085 0.82 -0.33 0.33
C -6.9806 -31.4444 -6.7557 1.24 1.18 -1.04
C -5.3559 -31.5351 -6.7549 -2.53 0.66 -1.66
O -4.8929 -32.6085 -7.5694 0.00 1.26 0.16
C -5.2843 -33.8407 -7.1212 0.25 -2.03 0.48
N -7.3301 -30.2605 -5.9678 -0.20 -0.89 1.31
H -7.4620 -30.2903 -8.5364 0.03 -0.01 -0.11
H -8.5824 -31.6505 -8.2985 -0.12 0.13 0.26
H -6.9799 -31.9672 -8.8849 0.11 -0.04 -0.11
H -7.3850 -32.3741 -6.3552 0.01 0.21 0.58
H -5.0082 -31.4137 -5.7290 0.30 -0.83 0.13
H -5.0128 -30.6699 -7.3223 0.00 0.27 0.17
H -4.9544 -33.9593 -6.0891 -0.18 -0.34 0.26
H -4.8325 -34.6317 -7.7198 0.66 0.24 -0.08
H -6.3268 -34.1434 -7.2204 -0.56 0.80 0.20
H -8.2860 -29.9471 -6.0578 0.13 -0.43 0.00
H -6.7826 -29.4158 -6.0505 0.28 -0.48 -0.51
C -12.7048 -31.5122 -2.6864 1.36 -0.29 0.90
C -13.5363 -31.4573 -3.9310 -0.24 0.62 -0.69
C -12.8177 -30.6834 -5.0763 -2.38 1.49 0.34
O -13.6551 -30.6210 -6.3488 1.38 0.02 2.98
C -13.0138 -31.3671 -7.3365 0.39 0.40 -0.12
N -13.8187 -32.7785 -4.4133 -0.33 -0.87 0.47
H -12.1538 -32.4521 -2.6522 0.51 0.14 -0.30
H -13.1966 -31.5367 -1.7140 -0.78 0.11 -0.31
H -12.0339 -30.6567 -2.6081 0.34 -0.04 -0.11
H -14.4425 -30.9561 -3.5909 -0.38 0.14 -0.80
H -11.7855 -31.0134 -5.1940 -0.10 -0.44 -0.54
H -12.7603 -29.6564 -4.7156 0.15 0.25 -0.37
H -13.1060 -32.4319 -7.1221 -0.04 -0.22 -0.49
H -11.9645 -31.0742 -7.3000 0.35 -0.32 -0.51
H -13.4252 -31.0542 -8.2961 -0.10 -0.44 -0.06
H -14.6219 -32.8018 -5.0252 0.12 0.09 -0.26
H -12.9822 -33.0233 -4.9237 -0.19 -0.69 -0.27
C -9.8462 -28.5908 -7.5206 -0.44 -0.96 0.19
C -9.4505 -27.2863 -6.8721 1.67 1.60 -0.62
C -8.0561 -26.8025 -7.4279 -1.27 0.52 -0.54
O -7.1734 -27.8321 -7.3303 2.97 -1.77 0.13
C -5.8345 -27.6309 -7.8756 -1.12 1.40 0.64
N -10.4490 -26.2583 -7.0456 -1.24 0.78 0.16
H -9.1461 -29.4253 -7.4825 0.32 0.59 0.15
H -10.0587 -28.5034 -8.5861 -0.24 0.44 -0.01
H -10.7211 -28.9786 -6.9989 -0.41 0.15 -0.20
H -9.3808 -27.3049 -5.7845 0.38 -0.89 0.07
H -7.6675 -25.8907 -6.9745 -0.21 0.21 0.58
H -8.1458 -26.5622 -8.4873 -0.58 0.26 -0.49
H -5.8235 -27.6359 -8.9655 -0.07 -0.65 -0.06
H -5.0913 -28.2540 -7.3781 -0.47 -0.60 -0.32
H -5.4885 -26.6262 -7.6328 -0.14 0.39 0.22
H -10.5257 -25.6522 -6.2413 0.28 -0.27 0.40
H -10.3833 -25.5770 -7.7883 0.40 -0.63 -0.78
C -18.1098 -31.2453 -7.8899 1.03 0.58 2.30
C -17.4547 -31.4997 -9.2150 -1.62 -1.35 0.05
C -16.9351 -32.9878 -9.2244 -1.83 0.45 -0.85
O -16.2334 -33.3055 -8.0667 1.88 -0.48 0.09
C -15.6923 -34.6187 -8.0072 0.29 -0.61 0.43
N -18.6192 -31.3109 -10.1304 0.81 -1.22 0.15
H -18.7174 -32.0627 -7.5017 -0.51 0.10 -0.69
H -18.5920 -30.2704 -7.8177 -0.61 -0.13 -0.50
H -17.4092 -31.1369 -7.0619 0.72 -0.14 -0.09
H -16.7207 -30.7253 -9.4380 0.69 -0.35 0.17
H -16.5442 -33.2399 -10.2102 1.41 0.18 0.04
H -17.7716 -33.6866 -9.2332 -0.99 0.39 0.07
H -16.4094 -35.4385 -7.9657 -0.82 0.31 0.13
H -15.0766 -34.7366 -7.1155 -0.26 0.50 0.30
H -15.0154 -34.9886 -8.7774 0.10 0.96 -0.84
H -18.3776 -31.4957 -11.0935 0.18 -0.11 -0.29
H -18.7784 -30.3142 -10.0918 -0.29 -0.20 -0.21
C -14.5080 -28.8643 -0.4395 0.09 -0.22 0.76
C -13.2899 -28.0605 -0.7738 1.34 -0.27 -2.05
C -13.2398 -27.8561 -2.3333 -0.59 0.14 0.96
O -11.9791 -27.3786 -2.6498 0.57 -0.21 2.08
C -11.8418 -26.8574 -3.8860 1.17 -0.24 -1.98
N -13.2160 -26.8526 -0.0093 -0.75 1.66 0.61
H -15.3682 -28.2991 -0.7984 -0.21 -0.40 -0.30
H -14.6693 -28.9720 0.6331 0.20 0.13 0.17
H -14.4112 -29.8840 -0.8123 -0.39 0.17 -0.38
H -12.2992 -28.4703 -0.5774 -0.21 -1.58 -0.18
H -14.0110 -27.1932 -2.7256 -0.28 0.59 0.37
H -13.4232 -28.7683 -2.9011 -0.04 -0.59 0.39
H -12.4042 -25.9377 -4.0469 -0.08 0.09 -0.03
H -12.0469 -27.5858 -4.6705 -0.83 -0.12 -0.30
H -10.7709 -26.7484 -4.0578 0.06 0.85 0.21
H -12.4166 -26.2865 -0.2552 0.11 0.08 -0.61
H -12.9760 -27.1264 0.9328 -0.34 -0.04 0.36
C -11.2055 -20.5162 -9.7421 -0.69 -1.15 0.20
C -10.5622 -20.7285 -8.3953 -0.12 2.26 0.18
C -9.2008 -19.9829 -8.3284 -1.49 -1.30 1.73
O -8.2581 -20.5602 -9.1614 1.24 0.30 -1.89
C -7.9045 -21.9359 -9.0472 -0.44 0.32 0.82
N -11.5021 -20.2823 -7.3247 0.33 -1.03 0.16
H -10.4913 -20.7498 -10.5317 -0.27 0.20 -0.34
H -11.7349 -19.5708 -9.8602 0.73 0.34 -0.01
H -12.0210 -21.2390 -9.7138 -0.09 -0.32 -0.77
H -10.4188 -21.7949 -8.2212 0.23 -0.01 0.04
H -8.8913 -20.0209 -7.2839 0.35 -0.15 0.36
H -9.3465 -18.9197 -8.5192 0.22 -0.04 -0.67
H -7.8671 -22.1622 -7.9816 0.11 -0.41 0.14
H -6.9369 -22.1384 -9.5064 0.02 0.55 0.05
H -8.5989 -22.6145 -9.5426 -0.40 0.11 0.01
H -11.9737 -19.4016 -7.4733 0.61 0.61 -0.44
H -12.2831 -20.9077 -7.4626 -0.30 -0.41 0.49
C -14.6710 -22.2854 -7.4133 0.81 -0.03 0.05
C -14.6684 -22.8539 -5.9825 -1.75 0.69 -1.40
C -15.7466 -22.1581 -5.1396 0.84 0.59 1.99
O -15.2613 -20.8821 -4.7397 -0.20 0.13 0.04
C -16.1368 -20.2345 -3.7953 1.04 -0.35 -1.70
N -14.9047 -24.2814 -6.0532 0.84 -0.53 0.70
H -15.5683 -22.5998 -7.9464 -0.15 -0.06 0.10
H -13.8242 -22.6711 -7.9810 0.02 -0.25 -0.05
H -14.5907 -21.2027 -7.5099 -0.20 0.12 0.45
H -13.7137 -22.8029 -5.4590 -0.02 0.76 -0.30
H -15.8821 -22.6239 -4.1636 0.16 -1.15 0.05
H -16.7817 -22.1063 -5.4774 -0.02 0.02 -1.08
H -16.4627 -20.8576 -2.9624 0.35 -0.27 0.18
H -17.0198 -19.9948 -4.3879 -0.27 0.74 0.41
H -15.4906 -19.4110 -3.4916 -0.84 0.33 0.34
H -14.8333 -24.4823 -5.0659 -0.30 -1.16 0.15
H -15.8120 -24.6027 -6.3591 -0.30 0.45 -0.07
C -11.1383 -24.2164 -10.5279 -0.65 -0.79 0.82
C -12.6444 -24.4396 -10.7979 0.63 1.54 -0.63
C -13.2585 -25.3995 -9.7664 -0.60 -0.82 -0.42
O -12.4637 -26.5854 -9.7096 -0.69 -1.19 0.66
C -13.1446 -27.7201 -9.0427 1.17 1.36 0.27
N -13.3831 -23.1259 -10.9452 0.08 -1.13 1.48
H -10.9599 -23.6618 -9.6066 -0.20 0.77 -0.21
H -10.5867 -23.8307 -11.3852 -0.06 0.14 0.16
H -10.7514 -25.1865 -10.2160 0.27 -0.26 -0.63
H -12.7033 -24.8961 -11.7859 0.04 -0.73 0.09
H -14.2398 -25.7102 -10.1250 -0.45 0.12 -0.34
H -13.4773 -25.0432 -8.7598 0.55 0.62 0.18
H -13.4284 -27.4932 -8.0151 -0.51 0.74 -0.03
H -12.3993 -28.4793 -8.8059 0.10 -0.12 -0.95
H -14.0023 -28.0815 -9.6100 0.11 -0.02 -0.16
H -14.3628 -23.3048 -11.1133 -0.07 -0.08 -0.03
H -13.0944 -22.5534 -11.7256 0.51 -0.35 -0.16
C -3.4021 -28.8338 -12.1066 0.40 0.26 -0.15
C -4.5391 -29.2964 -11.1549 0.18 1.43 -0.72
C -5.9454 -28.7904 -11.7680 1.67 -1.58 -0.33
O -5.7623 -27.5237 -12.3070 0.55 1.53 0.22
C -6.9212 -26.7593 -12.4958 0.07 0.38 -0.77
N -4.3846 -30.7408 -11.0252 -1.02 -0.18 -0.70
H -3.5895 -29.2207 -13.1083 0.24 -0.51 0.11
H -2.4241 -29.1158 -11.7167 -0.06 -1.01 -0.04
H -3.1367 -27.7956 -12.3062 -1.19 0.55 0.53
H -4.3669 -28.8566 -10.1725 -0.27 0.57 0.06
H -6.7995 -28.8543 -11.0938 0.05 0.00 0.31
H -6.1203 -29.3882 -12.6625 -0.35 -0.94 0.26
H -7.1979 -26.2427 -11.5767 -0.56 -0.29 0.10
H -7.7046 -27.2969 -13.0300 -0.51 -0.58 0.76
H -6.7604 -25.9866 -13.2476 0.81 0.27 0.17
H -5.1736 -31.1523 -10.5474 0.01 -0.12 0.20
H -3.5390 -30.9995 -10.5371 -0.01 0.18 0.06
C -16.4740 -25.5589 -16.2180 1.73 0.17 0.52
C -16.7684 -26.8823 -16.8772 -0.74 0.06 -0.20
C -15.8282 -28.0534 -16.5953 0.18 1.52 -0.36
O -16.1703 -29.0812 -17.5015 1.19 0.42 1.22
C -15.0558 -29.9681 -17.4870 -1.99 -1.44 -0.41
N -18.1788 -27.1712 -16.5484 0.69 -0.64 -0.32
H -15.7620 -25.6927 -15.4036 -0.02 -0.23 0.45
H -17.3610 -25.1089 -15.7721 0.07 0.29 -0.45
H -15.8990 -24.8858 -16.8539 -0.52 0.29 -0.24
H -16.6973 -26.8010 -17.9619 -0.10 0.24 -0.15
H -15.7390 -28.3696 -15.5560 -0.72 -0.33 0.37
H -14.8029 -27.7469 -16.8025 0.25 0.40 -0.25
H -14.1072 -29.5323 -17.8005 -0.21 0.04 -0.36
H -15.5166 -30.7485 -18.0926 1.22 -0.38 -0.60
H -14.9347 -30.4528 -16.5182 0.17 0.31 0.43
H -18.3629 -26.7337 -15.6569 -0.25 -0.39 0.22
H -18.1661 -28.1754 -16.4416 -0.91 -0.28 0.19
C -10.6925 -20.5139 -15.8667 -0.05 -0.39 0.18
C -11.6871 -21.2203 -16.7892 -0.48 0.46 -0.58
C -13.2039 -20.8934 -16.4667 1.15 0.77 -2.79
O -13.6914 -21.5548 -15.3727 -0.67 -0.24 0.96
C -15.1198 -21.5381 -15.3051 0.06 -1.05 0.25
N -11.3499 -20.9226 -18.2494 0.06 0.08 1.05
H -11.1200 -19.5793 -15.5036 0.37 0.08 -0.10
H -9.6916 -20.3866 -16.2792 -0.16 0.38 -0.47
H -10.4838 -21.1788 -15.0285 -0.36 0.14 0.41
H -11.6108 -22.2764 -16.5304 -0.30 -0.29 -0.29
H -13.6507 -21.1134 -17.4362 -0.75 -1.39 -0.16
H -13.5470 -19.8598 -16.5118 1.01 0.85 0.84
H -15.4278 -22.0937 -14.4193 0.33 -0.14 -0.04
H -15.5078 -22.0648 -16.1770 -0.20 0.13 -0.20
H -15.6214 -20.5772 -15.1907 0.50 0.43 -0.33
H -11.7671 -21.4533 -19.0007 -1.25 -0.32 0.51
H -10.3904 -21.1577 -18.4594 0.60 0.40 0.70
C -7.3820 -20.1068 -13.1695 -1.65 0.74 -0.73
C -6.0096 -19.9829 -12.7196 2.31 -0.11 0.51
C -5.3981 -18.5683 -12.7936 0.19 -1.20 -1.62
O -5.2137 -18.1415 -14.1444 -1.61 1.17 0.04
C -4.4572 -18.8703 -15.0404 0.73 -0.77 0.15
N -5.9383 -20.5454 -11.3696 0.15 0.01 0.03
H -7.9481 -19.4352 -12.5241 -0.79 -0.43 0.19
H -7.6627 -21.1597 -13.1411 -0.44 0.17 0.30
H -7.5483 -19.7332 -14.1798 0.22 -0.02 -0.16
H -5.4431 -20.6216 -13.3972 0.58 -0.11 0.23
H -4.3849 -18.5930 -12.3926 -0.08 0.11 0.85
H -6.0864 -17.8515 -12.3458 0.37 0.17 0.21
H -4.7765 -19.8980 -15.2133 -0.55 -0.12 -0.07
H -3.4410 -18.9986 -14.6678 0.50 0.26 -0.07
H -4.4601 -18.3535 -16.0001 0.07 0.10 0.17
H -5.0893 -20.2933 -10.8839 0.34 -0.03 -0.14
H -6.6779 -20.1629 -10.7980 -0.40 0.05 0.14
C -12.7022 -16.0479 -10.2456 0.36 -0.10 -1.25
C -11.1632 -16.1808 -10.1395 -1.37 0.08 0.55
C -10.6201 -16.8717 -11.4344 0.78 1.98 0.97
O -11.2942 -18.0109 -11.7117 -1.43 -2.64 -0.30
C -11.2233 -18.6300 -13.0169 -0.48 2.37 0.35
N -10.5579 -14.8490 -9.9080 0.44 -0.32 -0.59
H -13.2116 -17.0026 -10.3773 0.08 -0.11 0.30
H -12.8293 -15.5420 -11.2027 -0.42 0.27 -0.16
H -13.2170 -15.4407 -9.5011 0.39 -0.13 0.30
H -10.9708 -16.7871 -9.2544 0.42 -0.20 -0.05
H -9.5533 -17.0543 -11.3053 0.35 0.09 -0.09
H -10.7688 -16.1172 -12.2069 0.13 0.21 -0.56
H -10.2495 -19.0403 -13.2843 -0.16 -0.45 0.36
H -11.4367 -17.8240 -13.7190 0.35 0.32 -0.48
H -12.1185 -19.2324 -13.1711 0.55 -0.77 0.57
H -10.4207 -14.3614 -10.7818 0.31 -0.19 -0.48
H -11.1894 -14.2083 -9.4489 -0.29 -0.37 0.53
C -11.2984 -28.5012 -18.1563 -0.04 0.85 -0.57
C -11.6069 -26.9669 -18.1141 -0.08 -1.19 0.79
C -11.5357 -26.3733 -16.6664 -1.08 0.23 -0.02
O -12.5004 -26.8847 -15.7031 1.03 0.31 0.17
C -12.4507 -26.1350 -14.4639 -0.35 -0.27 -0.63
N -10.7122 -26.2335 -18.9957 0.35 0.47 -0.22
H -11.5177 -28.8840 -19.1530 0.18 0.22 -0.25
H -11.9068 -29.1422 -17.5183 0.19 0.45 0.53
H -10.2303 -28.6387 -17.9881 -0.01 -0.25 0.28
H -12.5566 -26.8457 -18.6352 -0.52 0.17 0.76
H -11.7008 -25.2959 -16.6741 -0.12 0.27 -0.52
H -10.5015 -26.4320 -16.3272 0.17 -0.55 0.32
H -11.4490 -25.9455 -14.0782 0.32 -0.41 -0.16
H -13.0327 -26.6645 -13.7096 0.12 -0.25 -0.14
H -12.9041 -25.1479 -14.5555 -0.19 0.22 -0.40
H -10.8450 -25.2539 -18.7885 -0.39 0.30 -0.25
H -9.7272 -26.2985 -18.7824 0.25 -0.75 0.34
C -8.2252 -23.8084 -15.2393 2.03 0.22 -0.07
C -8.1737 -23.5225 -16.7377 -0.47 0.93 2.21
C -7.1139 -24.3294 -17.4662 0.26 0.98 -1.63
O -7.1217 -23.8385 -18.8397 -0.38 -0.24 0.02
C -6.3525 -24.5303 -19.8491 -0.78 0.45 1.24
N -9.4943 -23.8687 -17.1787 -0.52 -0.26 -2.23
H -7.3056 -23.4487 -14.7777 0.53 -0.39 0.03
H -8.2558 -24.8971 -15.1966 -0.50 0.05 0.85
H -8.9320 -23.2231 -14.6511 -0.80 -0.53 -0.51
H -8.0532 -22.4449 -16.8495 0.79 0.16 -0.36
H -7.3537 -25.3915 -17.4166 -0.03 -0.21 -0.04
H -6.0970 -24.1417 -17.1215 -0.05 -0.13 0.64
H -6.7214 -25.5529 -19.9300 0.24 -0.18 -0.13
H -5.2928 -24.4897 -19.5975 0.12 -0.20 -0.07
H -6.5345 -23.9936 -20.7802 0.04 -0.08 0.10
H -9.4098 -23.6594 -18.1632 -0.28 -0.59 -0.95
H -10.1861 -23.1646 -16.9648 0.14 0.12 0.92
```
Forces are in eV/Å.

Frontier orbital gap = 8.73 eV
HOMO energy = -8.533 eV
2S+1 = 1
Maximum force = 3.46 eV Å⁻¹
LUMO = 0.2 eV
Energy above the lowest of the compared OMol25 structures with the same formula, charge and spin = 11.759 eV